Here is C25H41CoN4OS2Si2Te as an isolated structure from the OMol25 dataset. Energies are from ωB97M-V/def2-TZVPD.

Atoms and positions in Å:
1 Te 1.428 0.067 2.445
2 Co -0.044 -0.328 0.200
3 S -1.597 3.759 0.349
4 S -1.837 -1.332 -0.983
5 Si 0.728 -2.197 4.858
6 Si 1.992 3.120 3.678
7 O 1.186 -1.904 -0.048
8 N -3.810 0.396 -1.036
9 N -1.995 0.848 -2.458
10 N 0.891 -2.991 -0.735
11 N 0.947 1.018 -1.031
12 C 0.561 -4.108 -2.788
13 C 0.831 -2.962 -2.073
14 C 1.286 4.451 4.790
15 C 0.432 2.260 -0.979
16 C -2.619 0.108 -1.544
17 C -1.035 1.238 0.649
18 C 3.637 2.513 4.332
19 C 0.079 -3.427 3.596
20 C 0.338 -5.298 -2.118
21 C 0.961 3.289 -1.757
22 C 1.447 -3.093 6.334
23 C 2.109 -1.221 4.014
24 C -0.660 2.358 -0.043
25 C 2.178 3.759 1.925
26 C 0.672 -4.130 -0.061
27 C -2.508 2.849 1.481
28 C 0.394 -5.299 -0.734
29 C 2.573 1.750 -2.618
30 C 0.769 1.684 3.668
31 C -4.737 1.488 -1.328
32 C -0.663 -1.061 5.391
33 C 1.998 0.783 -1.817
34 C -2.320 2.171 -2.988
35 C 2.035 3.028 -2.584
36 C -2.109 1.547 1.536
37 H -4.430 2.417 -0.849
38 H 3.542 2.130 5.353
39 H 2.464 3.818 -3.188
40 H -0.669 -4.088 4.044
41 H 0.122 -6.207 -2.662
42 H -2.622 2.844 -2.190
43 H 2.684 -0.575 4.681
44 H 4.370 3.325 4.354
45 H -0.206 1.986 3.275
46 H -1.134 0.433 -2.770
47 H 0.524 -4.055 -3.867
48 H 1.262 4.260 1.594
49 H 2.304 -3.710 6.050
50 H 4.046 1.716 3.705
51 H -3.283 3.333 2.058
52 H 2.400 -0.223 -1.770
53 H -5.709 1.204 -0.935
54 H -3.092 2.130 -3.755
55 H -0.391 -2.908 2.755
56 H 2.393 2.943 1.228
57 H 1.179 4.092 5.817
58 H 3.429 1.513 -3.233
59 H 0.224 -6.201 -0.163
60 H -4.845 1.636 -2.397
61 H 3.000 4.477 1.858
62 H 1.932 5.334 4.813
63 H 1.784 -2.387 7.097
64 H 0.600 1.278 4.667
65 H 0.537 4.283 -1.690
66 H -1.509 -1.654 5.752
67 H -2.563 0.831 2.211
68 H -1.414 2.574 -3.434
69 H 0.704 -3.750 6.796
70 H 0.891 -4.054 3.214
71 H 2.819 -1.899 3.535
72 H -0.358 -0.397 6.204
73 H 0.299 4.768 4.444
74 H 0.731 -4.032 1.015
75 H -4.068 -0.223 -0.286
76 H 1.011 -1.995 -2.513
77 H -1.020 -0.447 4.561

Its maximum force is 0.62 eV/Å. Its multiplicity is 2. As for the expectation value of S²: 0.769. The calculation puts the molar mass at 720.5 g mol⁻¹. The net charge is +1. The orbital gap (spin up / spin down) is 7.35 / 7.35 eV. Its HOMO energy (spin up / spin down) is -0.3621 / -0.3604 Eh.



Here is C25H41CrF12N3O25S7 as an isolated structure at a distorted geometry from the OMol25 dataset. Energies are from ωB97M-V/def2-TZVPD.

Atoms and positions in Å:
1 Cr -1.908 -2.200 0.780
2 S -2.711 -2.118 4.123
3 S -1.588 0.452 -1.142
4 S 4.308 3.136 2.870
5 S 4.895 -0.221 -8.045
6 S -0.040 -4.622 2.068
7 S -1.127 0.925 1.544
8 S 1.338 -2.642 0.767
9 F 0.308 -0.617 -2.587
10 F -0.799 -5.591 -0.320
11 F 1.676 -2.033 3.448
12 F -0.566 -7.082 1.269
13 F -3.740 0.569 2.146
14 F 3.431 -2.042 2.184
15 F -3.325 2.516 1.286
16 F 1.032 0.825 -1.078
17 F 1.168 -6.301 0.367
18 F -2.755 2.033 3.301
19 F 2.150 -0.392 2.054
20 F 0.089 1.497 -2.875
21 O -3.418 -0.734 4.452
22 O 2.280 -3.664 0.380
23 O 3.345 7.659 2.878
24 O -1.677 -2.942 -1.155
25 O -0.615 0.151 2.679
26 O 3.531 -0.479 -7.116
27 O -2.347 -0.508 -1.900
28 O 0.232 -3.507 -2.203
29 O -5.126 -0.431 -0.685
30 O 1.967 6.243 3.759
31 O -3.870 -1.687 0.598
32 O -2.206 1.735 -1.057
33 O -2.206 -2.021 2.745
34 O -1.180 -4.934 2.891
35 O 1.127 -1.628 -0.216
36 O 4.576 0.639 -9.152
37 O 5.249 2.324 3.600
38 O 4.506 4.563 2.678
39 O -6.134 -1.619 0.799
40 O 1.231 -4.661 2.704
41 O -3.556 -3.226 4.483
42 O 4.285 2.419 1.391
43 O -0.290 1.983 1.056
44 O 5.934 0.141 -7.105
45 O -1.616 -3.623 -3.286
46 N -1.393 -0.286 0.516
47 N 2.445 6.844 2.830
48 N -0.290 -3.204 1.294
49 C -4.983 -1.273 0.283
50 C -0.066 -5.966 0.722
51 C 3.561 3.094 0.322
52 C 0.986 5.724 -0.963
53 C 1.949 6.585 1.465
54 C -1.210 -1.995 5.196
55 C -6.185 -1.871 2.222
56 C 0.799 5.760 1.379
57 C 3.729 -1.211 -5.895
58 C 5.069 -1.900 -8.774
59 C 0.133 0.540 -1.999
60 C -1.053 -3.389 -2.091
61 C 2.698 6.861 0.311
62 C -4.073 -0.591 5.705
63 C 2.170 -1.703 2.281
64 C -6.287 0.320 -1.014
65 C -2.996 -3.542 -3.500
66 C 2.665 2.837 3.402
67 C -2.846 1.539 2.070
68 C 0.976 -4.256 -3.155
69 C 0.309 5.331 0.166
70 C 2.137 6.483 -0.909
71 C 4.520 3.257 -0.809
72 C -4.450 0.863 5.852
73 C 2.278 -1.317 -5.308
74 H 2.780 6.758 -1.735
75 H 5.963 -1.955 -9.389
76 H 4.211 -2.129 -6.216
77 H 1.937 3.602 3.143
78 H -6.619 0.980 -0.215
79 H -3.438 -2.633 -3.090
80 H 4.001 3.460 -1.750
81 H -5.015 -1.143 5.690
82 H -0.505 4.625 0.066
83 H 4.172 -0.550 -5.151
84 H -7.132 -1.826 2.764
85 H 0.564 -4.122 -4.155
86 H 0.281 5.697 2.327
87 H -3.465 -0.895 6.558
88 H 2.629 2.654 4.473
89 H 5.020 2.306 -1.017
90 H 2.472 1.924 2.838
91 H 0.994 -5.306 -2.872
92 H 1.733 -1.971 -5.992
93 H -3.647 1.525 6.171
94 H -0.572 -1.179 4.862
95 H -0.748 -2.976 5.094
96 H -1.470 -1.791 6.232
97 H 2.806 2.329 0.131
98 H -6.012 0.958 -1.851
99 H 0.773 5.374 -1.968
100 H -5.574 -1.162 2.780
101 H 3.139 4.013 0.734
102 H -3.582 -4.354 -3.049
103 H -5.901 -2.887 2.501
104 H 2.307 -1.756 -4.312
105 H -5.336 0.989 6.475
106 H -4.799 1.255 4.894
107 H 4.136 -2.196 -9.245
108 H 3.627 7.412 0.315
109 H -3.322 -3.713 -4.524
110 H 1.740 -0.371 -5.296
111 H -7.101 -0.304 -1.381
112 H 5.191 -2.617 -7.961
113 H 1.955 -3.786 -3.181
114 H 5.357 3.941 -0.675

Its maximum force is 4.43 eV/Å. Its multiplicity is 4. As for the expectation value of S²: 3.777. The calculation puts the molar mass at 1288.0 g mol⁻¹. The net charge is +1. The orbital gap (spin up / spin down) is 5.47 / 6.93 eV. Its HOMO energy (spin up / spin down) is -0.4216 / -0.4216 Eh.



Here is C25H41IO3PPdSi3 as an isolated structure at a distorted geometry from the OMol25 dataset. Energies are from ωB97M-V/def2-TZVPD.

Atoms and positions in Å:
1 I -0.266 -4.535 -0.079
2 Pd -0.343 -0.981 0.582
3 P -1.238 0.464 -1.723
4 Si 2.528 -0.296 1.247
5 Si 0.540 -1.374 3.475
6 Si 0.163 1.514 2.263
7 O -4.306 -1.274 -0.496
8 O -2.455 -1.029 0.736
9 O 2.127 -1.006 -0.247
10 C -1.671 4.322 -3.111
11 C -2.694 -1.367 -3.377
12 C 0.212 2.595 0.720
13 C 0.998 -0.136 2.180
14 C -1.466 -0.813 -3.026
15 C -1.038 4.320 -4.345
16 C 0.847 -3.168 3.052
17 C 3.038 -1.376 -1.254
18 C -0.561 1.973 -4.065
19 C 1.100 2.543 3.558
20 C -1.198 1.956 -2.825
21 C -1.747 3.156 -2.362
22 C -1.238 -1.340 4.054
23 C -0.314 -1.300 -3.650
24 C 3.815 -1.389 2.058
25 C -2.765 -2.373 -4.334
26 C -2.909 0.586 -0.988
27 C 1.582 -1.060 5.022
28 C 3.478 1.275 0.874
29 C -1.617 -2.833 -4.960
30 C -1.612 1.605 2.851
31 C -0.486 3.137 -4.818
32 C -0.582 -2.517 -0.583
33 C -3.267 -0.693 -0.215
34 C -0.384 -2.288 -4.620
35 H 1.159 1.991 4.500
36 H 0.005 3.115 -5.783
37 H 2.125 2.734 3.223
38 H -0.075 -3.597 2.669
39 H 4.082 -0.966 3.030
40 H 1.323 -1.752 5.832
41 H 0.113 -2.309 -1.389
42 H -1.415 -2.249 4.639
43 H 2.646 -1.185 4.802
44 H -1.467 -0.481 4.687
45 H -2.110 5.234 -2.724
46 H -0.130 1.067 -4.468
47 H 2.958 1.956 0.202
48 H 1.011 2.340 0.026
49 H -3.672 0.810 -1.730
50 H 0.625 3.511 3.759
51 H 1.617 -3.325 2.297
52 H 3.145 -0.575 -1.995
53 H -2.877 1.393 -0.250
54 H -0.981 5.227 -4.934
55 H -1.676 1.492 3.934
56 H 4.031 -1.603 -0.848
57 H -1.608 -2.480 -0.932
58 H -2.257 0.852 2.392
59 H -0.726 2.517 0.164
60 H 0.522 -2.651 -5.090
61 H -1.677 -3.625 -5.696
62 H 4.730 -1.429 1.456
63 H 1.128 -3.731 3.950
64 H 4.440 1.023 0.414
65 H -2.255 3.187 -1.406
66 H -3.603 -1.050 -2.881
67 H -1.936 -1.342 3.213
68 H 0.335 3.641 1.021
69 H 0.655 -0.913 -3.347
70 H -3.726 -2.808 -4.577
71 H -1.994 2.598 2.594
72 H 2.669 -2.273 -1.759
73 H 3.473 -2.412 2.220
74 H 3.686 1.815 1.802
75 H 1.436 -0.040 5.388

Its maximum force is 1.18 eV/Å. Its multiplicity is 1. The calculation puts the molar mass at 738.2 g mol⁻¹. The net charge is -1. The orbital gap is 6.83 eV. Its HOMO energy is -0.1655 Eh.